{"formula": "C28H29N4O7RhS2", "method": "ωB97M-V/def2-TZVPD", "elements": ["Rh", "C", "C", "N", "C", "C", "C", "S", "N", "C", "O", "C", "C", "C", "C", "C", "C", "H", "H", "H", "H", "H", "H", "H", "H", "H", "H", "H", "H", "H", "H", "H", "O", "C", "C", "O", "C", "C", "O", "C", "O", "O", "C", "C", "C", "N", "C", "S", "N", "C", "O", "C", "C", "C", "C", "C", "C", "H", "H", "H", "H", "H", "H", "H", "H", "H", "H", "H", "H", "H", "H"], "xyz": [[-0.07064, 0.25442, 0.20502], [0.25889, 1.64512, 5.59358], [0.82420, 0.24413, 5.37228], [1.94788, 0.21272, 4.42850], [3.29501, 0.48612, 4.96513], [3.79122, 1.90941, 4.73161], [1.80334, -0.00718, 3.10156], [0.20145, -0.39185, 2.50398], [2.92793, 0.03629, 2.40145], [3.02392, 0.15640, 1.07229], [2.12735, 0.47433, 0.26081], [4.39278, -0.04668, 0.50532], [5.51557, -0.13127, 1.32241], [6.77509, -0.28034, 0.76149], [6.91785, -0.35070, -0.61891], [5.79655, -0.27825, -1.43746], [4.53825, -0.12238, -0.87617], [-0.56825, 1.61161, 6.30998], [-0.10806, 2.04994, 4.64416], [1.01904, 2.32317, 5.98487], [0.04674, -0.40612, 4.99623], [1.17826, -0.17345, 6.31248], [3.98280, -0.20811, 4.49256], [3.26104, 0.26619, 6.03034], [3.83106, 2.12338, 3.66217], [4.79913, 2.01648, 5.14375], [3.14933, 2.65041, 5.21209], [5.38915, -0.07291, 2.39551], [7.64781, -0.34219, 1.40069], [7.90404, -0.45994, -1.05741], [5.90541, -0.34183, -2.51403], [3.65560, -0.05844, -1.50114], [-2.28405, -3.63130, -4.35802], [-1.87379, -2.90210, -3.50671], [-2.16624, -3.01331, -2.00090], [-2.87331, -3.82826, -1.47604], [-1.41686, -1.89541, -1.34899], [-0.70228, -1.11808, -2.35326], [0.00189, -0.14436, -2.04786], [-0.96146, -1.68102, -3.71800], [-0.56411, -1.26661, -4.77152], [-1.35224, -1.62147, -0.14008], [-3.19574, 0.30504, 4.93847], [-4.02380, 0.39534, 3.65500], [-3.18826, 0.61667, 2.40573], [-2.42674, 1.86726, 2.53111], [-1.80922, 2.47641, 1.55754], [-1.82038, 1.86262, -0.04072], [-1.11049, 3.62329, 1.82230], [-1.06950, 4.48792, 2.94450], [-0.10296, 5.18829, 3.07971], [-2.22064, 4.53039, 3.89717], [-1.93667, 4.66259, 5.25159], [-2.97178, 4.76477, 6.16978], [-4.29038, 4.76180, 5.73114], [-4.57520, 4.66206, 4.37281], [-3.54272, 4.54517, 3.45541], [-3.82556, 0.00143, 5.77637], [-2.74672, 1.26692, 5.21498], [-2.39181, -0.43103, 4.83287], [-4.76489, 1.19555, 3.74573], [-4.57109, -0.53543, 3.50821], [-3.82085, 0.68417, 1.52583], [-2.50120, -0.21217, 2.24805], [-2.26952, 2.20208, 3.46966], [-0.43355, 3.86091, 1.11437], [-0.90106, 4.68211, 5.57371], [-2.74897, 4.85792, 7.22687], [-5.09982, 4.85034, 6.44742], [-5.60339, 4.67832, 4.02728], [-3.76466, 4.48720, 2.39445]], "molar_mass_g_mol": 700.60, "homo_lumo_gap_ev": [7.219, 6.721], "multiplicity": 5, "charge": 0, "e_homo_ev": [-7.965, -8.817]}

=====

{"formula": "C4H12O4", "method": "ωB97M-V/def2-TZVPD", "elements": ["C", "C", "C", "C", "O", "H", "H", "H", "H", "H", "H", "O", "H", "H", "O", "H", "H", "O", "H", "H"], "xyz": [[2.25345, -3.68198, -0.21339], [1.56684, -2.61935, 0.22136], [1.07269, -1.51038, -0.51805], [0.41376, -0.39880, -0.15957], [0.05880, 0.40861, -1.21946], [2.56792, -4.53060, 0.43083], [2.64694, -3.84348, -1.20712], [1.54449, -2.63198, 1.32267], [1.20320, -1.52743, -1.65084], [0.09543, 0.10516, 0.73537], [-0.36766, 1.21022, -0.91152], [-2.98448, 0.50174, 0.54629], [-3.57777, 0.95334, 1.15706], [-3.44122, -0.16978, 0.04281], [2.72644, 1.77833, -1.40972], [2.29133, 0.98166, -1.11206], [3.55876, 1.98022, -0.97857], [-3.71883, 3.50306, 2.20082], [-2.84956, 3.99570, 2.14835], [-3.77494, 3.41473, 3.20460]], "molar_mass_g_mol": 124.14, "homo_lumo_gap_ev": 8.549, "multiplicity": 1, "relative_energy_kcal_mol": 57.84, "charge": 0, "e_homo_ev": -8.134, "smiles": "C=C/C=C/O.O.O.O"}

=====

{"formula": "C2H5N3S", "method": "ωB97M-V/def2-TZVPD", "elements": ["C", "C", "N", "N", "N", "S", "H", "H", "H", "H", "H"], "xyz": [[0.86774, 0.69271, 0.60172], [-0.25402, -1.24301, -0.24840], [-0.04282, 1.56230, 0.17636], [0.72884, -0.69845, 0.42011], [-1.23819, -0.67366, -0.71730], [-1.52124, 1.55237, -0.63240], [1.84474, 1.01772, 1.19077], [-0.23652, -2.32596, -0.41603], [0.41429, 2.47473, 0.15562], [1.34366, -1.36109, 0.97036], [-1.90648, -0.99766, -1.50082]], "molar_mass_g_mol": 103.15, "homo_lumo_gap_ev": 7.414, "multiplicity": 1, "relative_energy_kcal_mol": 35.68, "charge": 2, "e_homo_ev": -19.721}

=====

{"formula": "C6H12N2", "method": "ωB97M-V/def2-TZVPD", "elements": ["C", "C", "N", "C", "C", "C", "N", "C", "H", "H", "H", "H", "H", "H", "H", "H", "H", "H", "H", "H"], "xyz": [[2.04729, 0.46334, 0.16891], [0.78509, 0.53064, 1.01793], [-0.00279, 1.82444, 0.77933], [-1.32769, 1.45204, 0.20613], [-0.95609, 0.12352, -0.44532], [-0.31718, -0.50499, 0.75525], [-1.08748, -1.29576, -0.17421], [-0.75996, -2.33983, -1.11475], [2.69008, -0.37259, 0.44812], [1.78824, 0.42801, -0.93815], [2.67817, 1.32950, 0.36021], [1.07048, 0.49101, 2.06621], [0.50110, 2.43067, 0.12899], [-2.09631, 1.27772, 0.96613], [-1.70599, 2.16767, -0.47351], [-0.32221, 0.33186, -1.27360], [-0.92856, -0.36022, 1.67471], [-0.53262, -3.27327, -0.56644], [-1.58537, -2.57606, -1.78083], [0.06181, -2.12770, -1.80512]], "molar_mass_g_mol": 112.18, "homo_lumo_gap_ev": 9.474, "multiplicity": 1, "relative_energy_kcal_mol": 103.31, "charge": 0, "e_homo_ev": -8.412, "smiles": "C[C@H]1NC[C@H]2[C@H]1N2C"}

=====

{"formula": "CH4N4O2S", "method": "ωB97M-V/def2-TZVPD", "elements": ["C", "N", "N", "N", "N", "O", "O", "S", "H", "H", "H", "H"], "xyz": [[2.41704, -0.07968, 0.74773], [-2.03715, 0.46943, 0.79095], [-1.65917, 0.59653, -0.45753], [3.50366, -0.46782, 0.53177], [-0.43209, 0.29004, -0.65574], [0.93877, -1.81568, -1.01442], [-0.85636, -2.08825, 0.55070], [0.41970, -1.44643, 0.26332], [-3.07635, 0.53110, 1.02302], [4.46033, -0.90183, 0.32136], [-1.43216, -0.07366, 1.43233], [-0.24261, 0.42709, -1.68708]], "molar_mass_g_mol": 136.14, "homo_lumo_gap_ev": 9.642, "multiplicity": 1, "relative_energy_kcal_mol": 36.86, "charge": 0, "e_homo_ev": -9.217}

=====

{"formula": "C3HN3O2S", "method": "ωB97M-V/def2-TZVPD", "elements": ["C", "C", "C", "N", "N", "N", "O", "O", "S", "H"], "xyz": [[1.03220, -0.14198, 0.23310], [-0.34737, 2.38838, -0.06365], [-0.26523, -0.20606, 0.05328], [2.20895, -0.02209, 0.32256], [0.36225, 3.28807, -0.16551], [-1.04621, -1.38406, 0.18266], [-2.23916, -1.23003, 0.14476], [-0.41443, -2.39121, 0.34771], [-1.42869, 1.07470, -0.12059], [2.13768, -1.37573, -0.93434]], "molar_mass_g_mol": 143.13, "homo_lumo_gap_ev": [6.199, 8.587], "multiplicity": 1, "relative_energy_kcal_mol": 110.25, "charge": 0, "e_homo_ev": [-9.627, -9.860]}

=====

The records above give, respectively, electronic energy values of -74477.6751 -12530.5837 -17438.4316 -9392.3696 -21988.2106 -22518.6215 eV.